ORCA calculation (the ωB97M-V functional and the def2-TZVPD basis) on an isolated molecule of C3H4N2O2.

Each atom is followed by the atoms it is bonded to, with distances in Å.
CARTESIAN COORDINATES (ANGSTROEM)
1 O 1.82 0.87 -0.85  C2 1.378, H8 0.960
2 C 0.58 0.41 -0.48  O1 1.378, C3 1.343, C6 1.388
3 C -0.60 0.45 -1.12  C2 1.343, N4 1.421, H9 1.139
4 N -1.55 -0.34 -0.42  C3 1.421, N5 1.369, H10 1.050
5 N -1.00 -0.87 0.71  N4 1.369, C6 1.382
6 C 0.30 -0.41 0.60  C2 1.388, N5 1.382, O7 1.391
7 O 1.09 -0.60 1.73  C6 1.391, H11 1.076
8 H 2.25 0.80 0.01  O1 0.960
9 H -0.88 1.18 -1.96  C3 1.139
10 H -2.41 -0.82 -0.80  N4 1.050
11 H 0.41 -0.65 2.57  O7 1.076

Properties
HOMO level = -8.80 eV
HOMO-LUMO gap = 9.5 eV
E_LUMO = 0.709 eV
F_max = 0.102 hartree/bohr
Energy above the lowest of the compared OMol25 structures with the same formula, charge and spin = 310.1 kJ/mol
Structure (SMILES) = Oc1c[nH]nc1O